A 9-piece molecular cluster, C3H26NO8 overall at a distorted geometry, computed with the ωB97M-V functional and the def2-TZVPD basis.

Results
E_HOMO = -0.52333 hartree
net charge = +1
2S+1 = 1
electronic energy = -21398.2468 eV

```
38
C3H26NO8, DFT the ωB97M-V functional and the def2-TZVPD basis
H -0.398 2.132 0.510
H 2.836 1.092 0.787
H 1.120 0.169 -1.663
H 2.563 0.656 -1.806
O -0.306 0.033 -2.605
H 4.202 0.455 1.459
O 3.274 0.384 1.260
H -4.034 -1.808 -2.052
H -2.735 2.580 -2.881
H 1.593 -0.725 0.552
N 0.664 -1.149 0.695
O -1.223 1.964 0.982
C 0.411 -1.472 2.138
C 0.382 -0.155 2.892
H 0.545 -1.946 0.062
C 1.314 -2.492 2.775
H -0.624 -1.822 2.131
H -0.273 0.608 2.477
H 2.222 -2.023 3.138
O -0.136 4.185 -0.916
O 1.933 0.374 -1.138
H -1.503 2.324 -3.824
H -0.964 0.725 -2.377
H -0.579 3.550 -1.494
H 0.442 4.659 -1.524
H -0.747 -3.717 -1.490
O -3.856 -1.194 -1.337
H -4.168 -0.326 -1.601
H -0.434 -0.177 -3.532
O -0.503 -2.810 -1.285
H 0.788 -2.893 3.646
H -1.627 2.831 0.960
H -0.023 -0.448 0.418
H 0.061 -0.278 3.930
O -1.866 2.174 -2.946
H -1.190 -2.240 -1.653
H 1.446 -3.419 2.214
H 1.395 0.199 3.100
```

Partial charges, Löwdin, in e: atom 1 (H): 0.02, atom 2 (H): 0.03, atom 3 (H): 0.00, atom 4 (H): 0.06, atom 5 (O): -0.06, atom 6 (H): 0.05, atom 7 (O): -0.05, atom 8 (H): 0.04, atom 9 (H): 0.08, atom 10 (H): 0.10, atom 11 (N): 0.20, atom 12 (O): -0.05, atom 13 (C): -0.39, atom 14 (C): -0.05, atom 15 (H): 0.11, atom 16 (C): -0.04, atom 17 (H): 0.15, atom 18 (H): 0.06, atom 19 (H): 0.09, atom 20 (O): -0.05, atom 21 (O): -0.08, atom 22 (H): 0.07, atom 23 (H): 0.03, atom 24 (H): 0.00, atom 25 (H): 0.05, atom 26 (H): 0.07, atom 27 (O): -0.05, atom 28 (H): 0.03, atom 29 (H): 0.07, atom 30 (O): -0.04, atom 31 (H): 0.10, atom 32 (H): 0.04, atom 33 (H): 0.14, atom 34 (H): 0.10, atom 35 (O): -0.04, atom 36 (H): 0.03, atom 37 (H): 0.09, atom 38 (H): 0.08

---

C23H36N5OPS2Sr as an isolated structure at a distorted geometry, computed with the ωB97M-V functional and the def2-TZVPD basis.

Results
E_HOMO = -0.19666 hartree
2S+1 = 1
electronic energy = -65730.6177 eV

```
69
C23H36N5OPS2Sr, DFT the ωB97M-V functional and the def2-TZVPD basis
H 0.254 -2.103 5.163
H 2.207 2.264 -2.941
C -4.268 -2.744 -2.036
C 3.126 -1.380 -5.711
Sr -0.949 -0.504 0.927
H 3.638 -1.314 -6.671
C 3.698 -0.301 0.261
P -2.117 0.584 3.978
H 6.320 1.286 -3.600
C 4.313 1.894 -3.156
C 3.536 -0.249 -4.804
C 1.706 1.531 0.284
H 2.053 -1.365 -5.898
H -0.258 0.381 5.497
H -1.876 -0.055 -3.203
H 4.921 1.194 -0.662
H -5.170 -1.670 3.665
C -2.307 2.208 4.830
H -1.588 -0.662 6.002
H -4.491 0.664 4.239
C -3.774 -0.157 4.330
H 1.542 0.383 -4.357
N 1.472 0.326 0.807
C 2.449 -0.583 0.790
C 4.119 3.772 -1.467
C -2.941 -3.141 -2.646
N 4.780 2.983 -2.374
H 5.643 -0.575 -5.050
C 2.968 1.632 -3.376
H -4.575 -1.214 -0.581
H -3.486 -2.135 3.417
H -1.477 -2.258 -3.960
S -3.121 1.016 -1.058
C 2.597 0.566 -4.186
H 3.377 -2.348 -5.272
H 0.887 2.246 0.323
N -2.537 -0.772 -2.956
C 2.924 1.897 -0.278
N -4.169 -1.393 -1.485
H -1.345 2.722 4.746
C -0.329 -1.517 4.452
N 3.049 3.195 -0.783
S -2.138 -2.836 0.753
H -3.021 -4.111 -3.138
H -2.044 1.617 6.910
C 4.881 0.035 -4.578
H 2.220 -1.553 1.217
H -4.211 -0.972 2.355
C -1.010 -0.327 5.139
H -5.075 -2.770 -2.774
H -3.141 -2.051 -4.511
H -2.842 3.172 6.692
H 4.477 -1.050 0.276
H 0.361 -1.167 3.675
H -3.017 2.784 4.232
H -3.783 -0.495 5.369
H -1.048 -2.186 3.974
C -2.498 -2.073 -3.626
H -2.220 -3.212 -1.825
C -4.180 -1.296 3.394
H -4.511 -3.420 -1.219
H 5.640 3.410 -2.681
C -2.756 2.161 6.289
C -3.271 -0.501 -1.867
H -3.729 1.682 6.392
C 3.942 0.949 -0.272
O 4.437 4.922 -1.259
C 5.267 1.084 -3.763
H 2.470 3.899 -0.351
```

Partial charges, Löwdin, in e: atom 1 (H): 0.07, atom 2 (H): 0.11, atom 3 (C): -0.19, atom 4 (C): -0.05, atom 5 (Sr): 0.66, atom 6 (H): 0.08, atom 7 (C): -0.03, atom 8 (P): 0.91, atom 9 (H): 0.12, atom 10 (C): -0.26, atom 11 (C): -0.28, atom 12 (C): -0.08, atom 13 (H): 0.07, atom 14 (H): 0.08, atom 15 (H): 0.11, atom 16 (H): 0.12, atom 17 (H): 0.07, atom 18 (C): -0.44, atom 19 (H): 0.08, atom 20 (H): 0.08, atom 21 (C): -0.42, atom 22 (H): 0.11, atom 23 (N): -0.10, atom 24 (C): -0.14, atom 25 (C): -0.53, atom 26 (C): -0.21, atom 27 (N): 0.13, atom 28 (H): 0.12, atom 29 (C): -0.02, atom 30 (H): 0.11, atom 31 (H): 0.02, atom 32 (H): 0.11, atom 33 (S): 0.45, atom 34 (C): -0.03, atom 35 (H): 0.08, atom 36 (H): 0.12, atom 37 (N): 0.01, atom 38 (C): -0.22, atom 39 (N): 0.01, atom 40 (H): 0.07, atom 41 (C): -0.17, atom 42 (N): 0.13, atom 43 (S): -0.52, atom 44 (H): 0.12, atom 45 (H): 0.06, atom 46 (C): -0.04, atom 47 (H): 0.12, atom 48 (H): 0.03, atom 49 (C): -0.43, atom 50 (H): 0.12, atom 51 (H): 0.12, atom 52 (H): 0.07, atom 53 (H): 0.12, atom 54 (H): 0.04, atom 55 (H): 0.07, atom 56 (H): 0.07, atom 57 (H): 0.05, atom 58 (C): -0.17, atom 59 (H): 0.01, atom 60 (C): -0.19, atom 61 (H): 0.10, atom 62 (H): 0.15, atom 63 (C): -0.16, atom 64 (C): -0.90, atom 65 (H): 0.06, atom 66 (C): 0.01, atom 67 (O): 0.09, atom 68 (C): -0.03, atom 69 (H): 0.15

---

A 2-piece molecular cluster, C2H3ClF2S overall at a distorted geometry, computed with the ωB97M-V functional and the def2-TZVPD basis.

Results
E_HOMO = -0.35263 hartree
2S+1 = 1
electronic energy = -30913.7255 eV
SMILES string = C=C(F)F.SCl

```
9
C2H3ClF2S, DFT the ωB97M-V functional and the def2-TZVPD basis
C 1.832 0.286 -0.105
H 2.105 0.028 -1.247
F 0.375 1.341 1.327
H -1.763 -1.938 -0.616
H 2.621 0.181 0.589
C 0.687 0.893 0.091
S -1.917 -1.459 0.659
Cl -3.622 -0.415 0.044
F -0.318 1.081 -0.743
```

Partial charges, Löwdin, in e: atom 1 (C): 0.07, atom 2 (H): 0.13, atom 3 (F): 0.07, atom 4 (H): -0.18, atom 5 (H): 0.05, atom 6 (C): -0.49, atom 7 (S): 0.25, atom 8 (Cl): -0.01, atom 9 (F): 0.10

---

C4H6N2O as an isolated structure at a distorted geometry, computed with the ωB97M-V functional and the def2-TZVPD basis.

Results
E_HOMO = -0.30726 hartree
2S+1 = 1
electronic energy = -9270.2233 eV

```
13
C4H6N2O, DFT the ωB97M-V functional and the def2-TZVPD basis
N -0.997 1.047 -1.111
H 2.221 -1.120 -0.266
H -2.951 1.143 -0.298
N -1.605 -0.207 0.634
C 0.048 0.307 -0.683
H 0.011 -1.588 0.476
H -2.188 -0.600 1.352
H 3.131 0.403 -0.177
C -1.962 0.713 -0.283
C -0.274 -0.543 0.398
H 1.140 -0.094 0.962
O 1.299 0.591 -0.978
C 2.127 -0.052 -0.025
```

Partial charges, Löwdin, in e: atom 1 (N): 0.15, atom 2 (H): 0.07, atom 3 (H): 0.12, atom 4 (N): 0.05, atom 5 (C): -0.42, atom 6 (H): 0.13, atom 7 (H): 0.15, atom 8 (H): 0.09, atom 9 (C): -0.19, atom 10 (C): -0.14, atom 11 (H): 0.16, atom 12 (O): -0.05, atom 13 (C): -0.11

---

Repeat the third record exactly.
A 2-piece molecular cluster, C2H3ClF2S overall at a distorted geometry, computed with the ωB97M-V functional and the def2-TZVPD basis.

Results
E_HOMO = -0.35263 hartree
2S+1 = 1
electronic energy = -30913.7255 eV
SMILES string = C=C(F)F.SCl

```
9
C2H3ClF2S, DFT the ωB97M-V functional and the def2-TZVPD basis
C 1.832 0.286 -0.105
H 2.105 0.028 -1.247
F 0.375 1.341 1.327
H -1.763 -1.938 -0.616
H 2.621 0.181 0.589
C 0.687 0.893 0.091
S -1.917 -1.459 0.659
Cl -3.622 -0.415 0.044
F -0.318 1.081 -0.743
```

Partial charges, Löwdin, in e: atom 1 (C): 0.07, atom 2 (H): 0.13, atom 3 (F): 0.07, atom 4 (H): -0.18, atom 5 (H): 0.05, atom 6 (C): -0.49, atom 7 (S): 0.25, atom 8 (Cl): -0.01, atom 9 (F): 0.10

---

Question: What is the electronic energy in the first record?
Answer: -21398.2468 eV

---

Question: Which value of 2S+1 does entry 2 give?
Answer: 1

---

Question: Look up the electronic energy of the first one.
Answer: -21398.2468 eV